83
Properties=species:S:1:pos:R:3:forces:R:3 method="wB97M-V/def2-TZVPD" charge=+1 orbital_gap_ev=3.07
Ca -2.6502 -18.2302 -3.2963 0.577 0.084 -0.582
C 2.7786 -18.8786 -7.9194 1.722 -0.736 0.784
C 1.3203 -19.0450 -7.6566 -1.333 -1.745 0.604
O 0.9240 -19.2102 -6.3138 0.313 1.323 -0.495
H 2.9769 -18.9212 -8.9903 -0.121 0.453 -0.049
H 3.2297 -19.7955 -7.5400 0.366 -0.019 0.149
H 3.3100 -18.0722 -7.4140 -0.290 0.355 -0.216
H 1.1537 -20.0269 -8.0996 -0.483 -0.150 -0.676
H 0.8103 -18.3290 -8.3011 -0.681 0.613 0.531
C 8.2347 -20.0445 -5.3479 -0.489 -1.441 -1.243
O 9.0412 -19.3603 -4.4800 0.762 1.630 1.005
H 7.9010 -19.4574 -6.2035 0.156 0.622 0.329
H 8.8187 -20.8392 -5.8122 -0.246 -0.519 -0.059
H 7.3370 -20.4469 -4.8786 -0.090 -0.194 0.092
H 9.3969 -19.9422 -3.8043 -0.109 -0.102 -0.122
C 1.7387 -25.0545 -10.4683 0.176 -0.341 -0.387
O 2.4169 -24.0154 -11.1756 -0.167 0.017 0.557
H 1.4417 -25.8125 -11.1931 -0.181 -0.201 0.101
H 2.4112 -25.5257 -9.7515 0.212 0.176 -0.128
H 0.8589 -24.7432 -9.9051 -0.036 0.350 -0.113
H 1.7668 -23.3557 -11.4280 -0.012 0.042 -0.063
C 5.8610 -21.5893 -14.6903 -0.520 -0.044 -0.417
O 6.2049 -21.7129 -13.3242 0.154 0.147 -0.084
H 6.1122 -20.6051 -15.0857 0.193 0.102 0.315
H 6.3441 -22.3237 -15.3349 0.268 -0.188 0.184
H 4.7897 -21.7127 -14.8490 -0.161 0.017 0.060
H 5.5050 -22.1852 -12.8674 0.048 -0.047 -0.037
C -5.3059 -17.2637 -11.4802 -1.752 2.246 -0.978
O -6.1144 -16.4133 -11.2168 -1.481 1.446 0.848
N -4.7463 -17.3934 -12.6470 2.083 -0.424 -4.195
N -4.8895 -18.1846 -10.6850 0.899 -2.598 3.273
H -4.1004 -18.1654 -12.7309 -0.114 0.437 -0.831
H -4.9963 -16.8694 -13.4734 -0.011 -0.050 0.507
H -4.1664 -18.7740 -11.0720 -0.243 -0.421 1.413
H -5.2945 -18.1316 -9.7613 0.685 -0.685 -0.046
C 3.3031 -22.7230 -2.6509 1.758 -2.806 1.094
O 3.9479 -23.5714 -2.0642 0.657 0.030 1.148
N 2.8966 -22.9683 -3.8752 -1.621 0.632 -2.781
N 2.9324 -21.5504 -2.1757 -1.145 3.054 1.052
H 2.2244 -22.2971 -4.2183 0.201 -0.628 -0.913
H 3.2122 -23.7747 -4.3950 -0.230 0.322 0.315
H 2.4863 -20.8962 -2.8028 0.240 -0.002 0.278
H 3.1620 -21.2018 -1.2561 0.159 -0.541 -0.284
C 1.3172 -14.7926 -1.7012 -1.218 -3.730 -2.714
O 0.2805 -15.4006 -1.4711 -1.382 -0.233 0.844
N 2.0748 -15.2355 -2.7222 1.445 -0.244 -1.378
N 1.7518 -13.7655 -1.0839 1.079 3.511 2.550
H 2.9992 -14.8726 -2.9064 -0.239 -0.160 -0.040
H 1.7613 -16.0193 -3.2767 0.057 0.277 0.326
H 1.1966 -13.4627 -0.2964 0.394 0.279 -0.144
H 2.5768 -13.2731 -1.3954 -0.338 0.032 0.392
C -1.1941 -21.6918 -14.0795 2.320 1.374 2.307
O -1.4773 -21.2322 -13.0060 -2.167 0.820 2.158
N -1.6154 -22.7656 -14.6220 -3.552 -4.821 -1.941
N -0.0960 -21.2705 -14.6551 3.247 2.111 -2.435
H -1.1674 -23.2024 -15.4149 -0.169 0.185 0.335
H -2.3492 -23.2813 -14.1576 0.100 0.121 -0.247
H 0.3291 -20.4498 -14.2478 -0.116 -0.069 -0.324
H 0.0338 -21.4477 -15.6409 0.306 0.312 0.188
C -2.8321 -12.9750 -5.8481 -0.112 -3.935 2.601
O -2.9418 -14.0305 -5.1916 -0.747 0.110 -0.275
N -3.7352 -12.0487 -5.9401 -3.567 2.433 0.193
N -1.7348 -12.6908 -6.4554 3.469 1.538 -2.187
H -4.6554 -12.2131 -5.5576 0.329 0.013 0.008
H -3.6211 -11.2030 -6.4803 -0.043 -0.371 0.048
H -0.9655 -13.3414 -6.5250 -0.255 0.378 0.175
H -1.6691 -11.7175 -6.7171 0.910 -0.466 -0.446
C 3.7818 -15.4371 -13.0067 -3.049 -1.157 0.387
O 2.5527 -15.6353 -12.9785 1.574 0.635 0.057
N 4.5828 -15.7725 -13.9879 0.830 -1.082 -3.558
N 4.5494 -14.9870 -12.0398 0.721 1.688 3.559
H 5.5609 -15.5332 -13.9093 -0.399 -0.303 -0.798
H 4.1427 -16.0601 -14.8503 0.534 0.074 0.034
H 4.1544 -14.7731 -11.1351 0.234 -0.016 -0.271
H 5.5480 -14.9463 -12.1850 -0.443 0.140 0.591
C -4.2652 -23.3536 -4.8590 -1.938 0.767 3.441
O -4.2487 -22.3584 -4.1149 0.270 0.264 -0.727
N -3.3599 -23.7145 -5.6817 4.904 -0.069 -3.736
N -5.2055 -24.2823 -4.7483 -3.292 -1.697 0.929
H -2.5349 -23.1428 -5.7939 -0.255 0.046 0.081
H -3.3550 -24.5361 -6.2691 -0.428 0.160 0.379
H -5.2685 -25.1731 -5.2201 0.559 0.414 -0.215
H -5.9368 -24.1939 -4.0573 0.315 0.455 -0.088


72
Properties=species:S:1:pos:R:3:forces:R:3 method="wB97M-V/def2-TZVPD" smiles=COCCNCCOC.COCCNCCOC.O.O.O.O.O.O.O.O e_above_lowest_ev=1.670 orbital_gap_ev=8.56
C -3.4371 1.8720 4.9342 -1.464 -1.758 0.585
O -2.1322 2.1521 4.6808 2.349 1.683 -0.496
C -1.9004 2.6759 3.3892 -0.022 0.246 -0.893
C -2.2969 1.6797 2.3082 -0.801 0.035 0.620
N -1.7416 0.3440 2.5162 0.272 0.286 -1.933
C -0.3330 0.3142 2.1459 0.461 -1.107 0.073
C 0.2390 -1.1169 2.1133 -0.014 -0.118 2.091
O 0.0710 -1.6204 3.4668 -0.128 -0.707 -0.120
C 0.7929 -2.8409 3.6762 0.504 0.764 -0.219
H -3.6645 0.9094 4.4762 -0.635 -0.105 -0.459
H -4.1738 2.6108 4.6189 0.107 0.261 0.000
H -3.5418 1.6230 5.9902 0.015 0.573 0.187
H -0.8815 3.0269 3.2258 0.568 -0.788 0.782
H -2.3809 3.6289 3.1679 -0.989 0.114 0.451
H -2.0864 2.1188 1.3331 0.729 -0.355 -0.120
H -3.3816 1.6142 2.2240 -0.168 -0.209 0.433
H -1.9049 -0.0340 3.4384 0.134 0.185 0.063
H 0.2488 0.9473 2.8158 0.436 -0.158 0.208
H -0.1617 0.7167 1.1475 -0.485 0.193 -0.256
H 1.3115 -1.1661 1.9253 0.221 0.506 -0.378
H -0.2272 -1.8137 1.4167 -0.431 0.239 -0.173
H 0.7583 -3.2295 4.6940 -0.734 0.434 0.082
H 1.8484 -2.6038 3.5430 0.327 -0.212 -0.346
H 0.5019 -3.6394 2.9937 -0.149 0.025 -0.173
C -0.8014 -1.5664 -1.4509 -0.033 0.141 -0.524
O 0.0879 -2.5569 -2.0259 1.216 1.506 0.563
C 1.3086 -1.8831 -2.5550 -0.056 -0.959 0.205
C 2.6209 -2.6275 -2.1386 -1.231 0.871 0.453
N 2.8029 -2.5859 -0.6895 -0.138 0.485 -0.027
C 4.0705 -3.1430 -0.1966 -1.172 -0.660 -0.493
C 5.2783 -2.2706 -0.3997 1.453 -0.552 -1.091
O 6.5203 -2.9431 -0.0141 -1.162 2.204 0.679
C 7.0193 -3.9730 -0.7895 0.312 -1.705 0.933
H -1.1800 -0.9465 -2.2637 -0.164 0.154 0.041
H -0.3668 -0.9127 -0.6946 0.875 0.106 -0.158
H -1.6643 -1.9200 -0.8866 0.064 -1.034 -0.583
H 1.3094 -0.8264 -2.2874 0.060 -0.045 0.446
H 1.3046 -1.8929 -3.6449 -0.414 -0.200 -0.171
H 3.5031 -2.1585 -2.5742 -0.251 0.132 -0.386
H 2.5047 -3.6243 -2.5639 0.286 -0.441 0.122
H 2.0638 -3.1434 -0.2857 -0.194 0.123 0.137
H 4.1883 -4.0712 -0.7558 0.642 -0.424 0.147
H 3.8652 -3.4136 0.8391 0.543 0.159 0.158
H 5.2014 -1.2740 0.0350 0.213 -0.341 0.779
H 5.4326 -2.0344 -1.4525 -0.426 -0.114 -0.422
H 6.3263 -4.8142 -0.7717 -0.184 -0.164 -0.535
H 7.8576 -4.3374 -0.1957 0.209 -0.049 -0.039
H 7.4419 -3.8354 -1.7847 -0.512 0.865 -0.302
O -4.6375 -0.1521 -2.4578 -0.383 -0.131 -0.268
H -4.1256 -0.2437 -1.6542 0.029 -0.265 0.484
H -4.0940 0.3919 -3.0279 0.087 0.130 -0.376
O -4.0199 4.0961 -2.8469 -0.349 -0.361 -0.905
H -4.1838 5.0291 -2.9846 -0.093 0.137 -0.116
H -3.4567 4.0629 -2.0737 0.379 0.179 0.679
O 0.3443 3.2552 -3.6244 -0.291 0.096 -0.757
H 0.3534 4.1749 -3.3591 -0.034 0.237 -0.093
H 0.5067 2.7704 -2.8153 0.224 -0.105 0.138
O -1.8150 1.8003 -1.3790 0.074 0.004 0.494
H -0.8705 1.9121 -1.2716 0.413 0.088 0.203
H -1.9350 1.6609 -2.3183 -0.549 -0.122 -0.914
O -2.9727 1.6190 -4.0246 0.466 -0.439 0.168
H -3.2382 2.5145 -3.8154 -0.573 0.860 0.160
H -2.3133 1.7184 -4.7112 0.200 -0.078 -0.268
O 0.9098 2.4296 -1.1825 0.037 -0.225 0.513
H 1.3404 1.6580 -0.8146 0.237 -0.458 0.074
H 1.3142 3.1692 -0.7290 0.121 0.341 0.128
O -3.2681 -0.0270 -0.0373 -0.579 -0.441 0.000
H -2.6963 -0.2324 0.7023 0.186 -0.202 0.720
H -2.8820 0.7565 -0.4289 0.326 0.312 -0.251
O -2.4834 4.2927 -0.6334 -0.189 0.841 0.506
H -1.5787 4.5679 -0.7818 0.175 0.085 -0.087
H -2.4196 3.3607 -0.4248 0.051 -0.569 -0.173


Number 1: E_HOMO -9.3 eV, molecular weight 601.66 g/mol. Number 2: E_HOMO -9.2 eV, molecular weight 410.50 g/mol.